Model a:
Here is a 2-piece molecular cluster, H4O2 overall from OMol25. Energies are from the ωB97M-V functional and the def2-TZVPD basis.

Calculated values
LUMO energy ... 0.020 Eh
Orbital gap ... 11.407 eV
SMILES ... O.O

```
! RIJCOSX wB97M-V def2-TZVPD def2/J DEFGRID3
* xyz 0 1
H -1.41 0.81 -0.46
H -2.25 -0.38 -0.01
H 1.72 0.48 0.69
H 0.52 -0.13 -0.05
O -1.33 -0.03 0.07
O 1.51 -0.07 -0.09
*
```

=====

Model b:
Here is a 2-piece molecular cluster, H4O2 overall from OMol25. Energies are from the ωB97M-V functional and the def2-TZVPD basis.

Calculated values
LUMO energy ... 0.016 Eh
Orbital gap ... 12.076 eV
SMILES ... O.O

```
! RIJCOSX wB97M-V def2-TZVPD def2/J DEFGRID3
* xyz 0 1
H 0.05 0.87 1.99
H -0.57 0.00 0.98
H 0.51 -0.89 -0.70
H -0.05 -0.39 -2.06
O -0.74 0.86 1.38
O 0.80 -0.45 -1.58
*
```

=====

Stability verdict: model a, ahead by 30.6 kJ/mol